1.
{"formula": "C2H5ClFN2O2", "method": "ωB97M-V/def2-TZVPD", "charge": -1, "lumo_ev": 3.82, "fmax_ev_per_a": 3.55, "homo_lumo_gap_ev": 7.54, "symbols": ["C", "H", "Cl", "C", "H", "H", "N", "O", "O", "N", "H", "H", "F"], "coordinates": [[0.9339, 0.6169, 0.5317], [-1.9308, 1.2951, 0.8364], [2.7931, 0.0076, 0.1404], [-0.0882, -0.0889, -0.2309], [1.0168, 1.6598, 0.2177], [0.8981, 0.4259, 1.6047], [-0.4193, -1.3970, 0.2370], [-0.9618, -2.1788, -0.5537], [-0.2363, -1.6930, 1.4211], [-0.0783, 0.0956, -1.6382], [-0.9912, -0.0808, -2.0401], [0.5859, -0.5280, -2.0979], [-1.5218, 1.8657, 1.5719]], "nbo_charge": [-0.29, 0.57, -0.36, -0.08, 0.21, 0.24, 0.48, -0.53, -0.51, -0.85, 0.36, 0.35, -0.59]}

2.
{"formula": "C11H24Cl2N4O9P", "method": "ωB97M-V/def2-TZVPD", "charge": -1, "lumo_ev": 1.60, "fmax_ev_per_a": 12.15, "homo_lumo_gap_ev": 5.68, "symbols": ["C", "C", "P", "C", "O", "C", "C", "Cl", "C", "C", "Cl", "H", "H", "H", "H", "H", "H", "H", "H", "H", "H", "H", "H", "C", "N", "O", "O", "H", "H", "H", "C", "N", "O", "O", "H", "H", "H", "C", "N", "O", "O", "H", "H", "H", "C", "N", "O", "O", "H", "H", "H"], "coordinates": [[-2.3736, -2.2601, -4.1290], [-1.9025, -1.1753, -3.3300], [-0.9136, 0.1801, -2.3395], [-2.2566, 0.0000, -0.9567], [-3.3124, 1.0370, -1.1763], [-4.3581, 0.8738, -0.1382], [0.1299, 1.3941, -1.2687], [-0.6779, 2.8509, -0.3794], [1.6270, 1.2057, -1.1163], [2.5239, 2.2307, -0.1478], [2.5617, -0.1778, -1.9978], [-2.5068, -3.3272, -4.6443], [-1.7264, 1.2289, -2.8991], [-0.0257, 0.2927, -3.4674], [-0.1729, -0.8957, -1.7290], [-1.6900, 0.1479, 0.0629], [-2.8291, -1.0387, -1.0295], [-3.8555, 0.7680, 0.9389], [-4.8975, -0.1442, -0.3566], [-5.1590, 1.7275, -0.1520], [2.2036, 2.1381, 0.9982], [3.6672, 1.8897, -0.1646], [2.5130, 3.3404, -0.5215], [5.3463, -0.5720, 1.4761], [4.7200, 0.5451, 2.2334], [4.9443, 1.6942, 1.8358], [4.0210, 0.2368, 3.2056], [5.9299, -0.1566, 0.6517], [5.9909, -1.1184, 2.1678], [4.5416, -1.2058, 1.0980], [-3.8018, -1.1047, 4.3094], [-3.6997, -1.2918, 2.8368], [-2.7273, -1.9271, 2.4130], [-4.5987, -0.7953, 2.1480], [-2.9485, -1.5906, 4.7872], [-3.7940, -0.0307, 4.5064], [-4.7383, -1.5617, 4.6354], [-5.1185, -3.2948, 0.1186], [-5.0165, -3.4819, -1.3540], [-4.0441, -4.1173, -1.7777], [-5.9154, -2.9855, -2.0428], [-4.2652, -3.7808, 0.5964], [-5.1107, -2.2208, 0.3156], [-6.0550, -3.7518, 0.4446], [7.0804, 3.5127, -0.8599], [7.1511, 2.0943, -0.4163], [8.0671, 1.7876, 0.3555], [6.2850, 1.3288, -0.8557], [7.8994, 4.0685, -0.3983], [7.1727, 3.5227, -1.9479], [6.1154, 3.9105, -0.5393]], "nbo_charge": [-0.45, -0.31, 0.78, -0.39, -0.58, -0.25, -0.24, -0.10, -0.08, -0.68, -0.08, 0.24, -0.13, -0.12, -0.14, 0.16, 0.18, 0.17, 0.16, 0.18, 0.23, 0.22, 0.22, -0.50, 0.53, -0.39, -0.38, 0.25, 0.22, 0.25, -0.48, 0.52, -0.35, -0.38, 0.23, 0.24, 0.23, -0.49, 0.52, -0.36, -0.39, 0.23, 0.26, 0.22, -0.48, 0.53, -0.38, -0.36, 0.23, 0.24, 0.25]}

3.
{"formula": "CH2Cl2N2", "method": "ωB97M-V/def2-TZVPD", "lumo_ev": [-1.41, -1.74], "fmax_ev_per_a": 4.81, "homo_lumo_gap_ev": [9.13, 6.56], "symbols": ["C", "N", "N", "Cl", "Cl", "H", "H"], "coordinates": [[-0.1334, 0.3129, -0.2921], [0.9402, 1.6013, 0.8473], [-0.1576, -0.8875, 0.0527], [1.1301, -1.6721, 0.7625], [-0.9180, -2.2286, -1.2239], [-0.9856, 0.6534, -0.8345], [0.1243, 2.2205, 0.6880]], "nbo_charge": [0.20, -0.32, -0.41, 0.23, -0.18, 0.21, 0.27]}

4.
{"formula": "C4H7INO", "method": "ωB97M-V/def2-TZVPD", "charge": 1, "lumo_ev": -5.54, "fmax_ev_per_a": 4.28, "smiles": "C[C@](O)(I)[N+]1=CC1", "homo_lumo_gap_ev": 8.42, "symbols": ["C", "C", "O", "I", "N", "C", "C", "H", "H", "H", "H", "H", "H", "H"], "coordinates": [[-0.0819, 0.8002, -1.5419], [-0.6444, 0.0651, -0.3053], [-1.5266, -1.0899, -0.7575], [-1.6849, 1.5429, 0.8682], [0.3299, -0.4781, 0.5866], [0.6370, -1.3668, 1.4035], [1.3294, -0.0651, 1.5484], [-0.9195, 0.9287, -2.2279], [0.4431, 1.8106, -1.1800], [0.6531, 0.3603, -2.0865], [-2.0248, -0.8154, -1.5647], [0.1467, -2.2815, 1.8395], [0.9824, 0.6664, 2.2931], [2.3607, -0.0774, 1.1247]], "nbo_charge": [-0.66, 0.28, -0.70, 0.22, -0.26, 0.29, -0.21, 0.25, 0.25, 0.24, 0.50, 0.30, 0.25, 0.24]}

5.
{"formula": "C4H6O", "method": "ωB97M-V/def2-TZVPD", "lumo_ev": -0.10, "fmax_ev_per_a": 1.21, "homo_lumo_gap_ev": 7.96, "symbols": ["O", "C", "C", "C", "C", "H", "H", "H", "H", "H", "H"], "coordinates": [[-1.9366, -1.1130, 0.8434], [-1.0091, -0.7054, -0.1345], [-0.2307, 0.5042, 0.2696], [1.0137, 0.7083, -0.1906], [2.1735, 0.5105, -0.8450], [-1.4249, -1.2982, 1.6389], [-0.3061, -1.5012, -0.4260], [-1.6009, -0.4675, -1.0295], [1.0470, 1.7536, -0.6020], [-0.7688, 1.3274, 0.7365], [3.1040, 0.2781, -0.2970]], "nbo_charge": [-0.70, -0.09, -0.30, -0.35, -0.15, 0.46, 0.17, 0.19, 0.37, 0.22, 0.18]}

Number 1: molecular weight 143.52 g mol⁻¹. Number 2: molecular weight 458.21 g mol⁻¹. Number 3: molecular weight 112.95 g mol⁻¹. Number 4: molecular weight 212.01 g mol⁻¹. Number 5: molecular weight 70.09 g mol⁻¹.